Density functional theory data (ωB97M-V with the def2-TZVPD basis set) for a structure of composition C22H14BClIN9OS2V at a distorted geometry.

Geometry as ORCA input:
```
! wB97M-V def2-TZVPD RIJCOSX def2/J DEFGRID3
* xyz -2 2
V -0.87 -0.42 -0.87
C -1.08 -0.57 3.36
C -1.52 -0.09 2.11
N -0.90 -0.74 1.11
N -0.07 -1.65 1.71
C -0.17 -1.57 3.05
B 0.79 -2.55 0.80
N 1.71 -1.65 -0.07
C 3.05 -1.57 -0.17
C 3.36 -0.58 -1.08
C 2.11 -0.10 -1.52
N 1.11 -0.74 -0.90
N -0.18 -3.26 -0.18
C -0.40 -4.57 -0.40
C -1.38 -4.68 -1.37
C -1.70 -3.35 -1.70
N -0.98 -2.51 -0.97
H -1.39 -0.24 4.34
H -2.23 0.68 1.87
H 0.40 -2.22 3.69
H 1.44 -3.34 1.44
H 3.69 -2.23 0.41
H 4.34 -0.25 -1.39
H 1.88 0.67 -2.24
H 0.14 -5.32 0.15
H -1.80 -5.58 -1.79
H -2.42 -2.97 -2.41
S -3.29 -0.25 -0.96
C -3.63 -0.34 -2.67
C -5.02 -0.44 -3.06
N -6.13 -0.53 -3.36
C -2.67 -0.34 -3.63
S -0.95 -0.26 -3.29
C -3.05 -0.44 -5.02
N -3.35 -0.54 -6.14
Cl 1.80 6.37 1.79
C 1.12 4.89 1.12
C 0.16 4.98 0.16
C -0.39 3.82 -0.40
I -1.87 4.00 -1.87
C -0.02 2.51 -0.03
O -0.57 1.51 -0.57
C 1.01 2.44 1.01
N 1.41 1.21 1.41
C 2.33 1.10 2.33
C 2.94 2.21 2.94
C 2.56 3.46 2.56
C 1.57 3.63 1.57
H -0.17 5.95 -0.18
H 2.60 0.08 2.61
H 3.70 2.06 3.70
H 3.01 4.34 3.01
*
```

Values from the calculation:
**HOMO (alpha / beta)**: -0.015 / 0.007 Eh
**HOMO-LUMO gap (alpha / beta)**: 4.4255 / 3.8206 eV
**⟨S²⟩**: 0.764
**Lowest unoccupied orbital energy (alpha / beta)**: 4.0 / 4.0 eV

natural (NBO) atomic charge list, values in e, 4 entries: number 1, V, carries 0.66; number 2, C, carries -0.36; number 3, C, carries -0.04; number 4, N, carries -0.26


Density functional theory data (ωB97M-V with the def2-TZVPD basis set) for the molecule C2H6N4O2 at a distorted geometry.

Geometry as ORCA input:
```
! wB97M-V def2-TZVPD RIJCOSX def2/J DEFGRID3
* xyz 0 1
N 0.90 1.33 -0.34
N 1.47 0.08 0.02
C 0.84 -1.11 0.00
O 1.35 -2.07 0.46
N -0.48 -1.19 -0.50
C -1.65 -0.43 0.01
N -1.33 0.59 0.83
O -2.81 -0.76 -0.23
H 0.64 1.17 -1.41
H 1.72 2.02 -0.32
H 2.60 0.15 0.37
H -0.74 -2.24 -0.60
H -2.04 1.32 1.01
H -0.48 1.15 0.71
*
```

Values from the calculation:
**SMILES**: NNC(=O)NC(N)=O
**HOMO**: -0.351 Eh
**HOMO-LUMO gap**: 9.7529 eV
**Lowest unoccupied orbital energy**: 0.2 eV

natural (NBO) atomic charge list, values in e, 4 entries: number 1, N, carries -0.67; number 2, N, carries -0.49; number 3, C, carries 0.75; number 4, O, carries -0.61